Below is an isolated ion of composition C3H6NO2 and charge +1, with properties calculated with the ωB97M-V functional and the def2-TZVPD basis.

- E_HOMO (spin up / spin down): -0.4119 / -0.6222 Ha
- ⟨S²⟩: 2.007
- Gap between HOMO and LUMO (spin up / spin down): 7.103 / 8.176 eV
- DFT total energy: -8776.5592 eV

Structure (ORCA input):
```
! wB97M-V def2-TZVPD RIJCOSX def2/J DEFGRID3
* xyz 1 3
O -1.409 0.799 1.803
O -1.687 0.027 -1.416
N -0.819 0.161 -0.429
C 1.595 -0.630 -0.095
C 0.567 0.551 -0.018
C -0.670 0.504 0.781
H -1.790 -0.869 -1.944
H 2.161 -0.433 -1.065
H 2.345 -0.561 0.737
H 1.209 -1.539 0.141
H 0.817 1.542 -0.345
H -2.317 0.448 1.849
*
```